Entry from OMol25: C8H18FN4O4Ti as an isolated structure at a distorted geometry (the ωB97M-V functional and the def2-TZVPD basis).

Properties
* E_HOMO: -13.117 eV
* net charge: +1
* electronic energy: -48570.453 eV
* E_LUMO: -3.93 eV

The geometry in XYZ format:
```
36
Properties=species:S:1:pos:R:3:forces:R:3:lowdin_charge:R:1
Ti -0.705677 -0.335172 0.987332 -1.0 -0.3 1.3 1.195
N 1.471861 -0.939256 1.081616 0.2 0.4 0.0 -0.004
C 2.443369 -0.393960 0.090664 -0.5 0.5 0.4 -0.148
C 1.749062 0.861143 -0.508718 0.6 -1.5 0.0 -0.140
N 0.386802 0.435763 -0.930584 -0.3 0.8 0.1 -0.227
C -0.357886 1.659104 -1.407226 0.3 0.1 0.2 -0.146
C -1.853109 1.374863 -1.454842 0.4 -0.8 -0.3 -0.168
N -2.249722 0.755145 -0.182738 -0.1 0.2 0.3 -0.035
C 0.475537 -0.567798 -2.022387 -1.3 -0.7 0.3 -0.134
C 0.094016 -2.012906 -1.588727 0.5 0.1 -0.1 -0.168
N -0.844488 -2.039032 -0.453540 0.6 0.0 -0.1 -0.035
H 1.687917 -0.598994 2.026046 0.0 -0.3 -0.5 0.117
H 1.504378 -1.944979 1.150052 0.2 -0.3 0.1 0.112
H 2.745639 -1.164956 -0.622436 -0.4 0.2 -0.2 0.116
H 3.366341 -0.134851 0.597904 0.1 0.3 0.1 0.128
H 2.338665 1.205644 -1.360705 -0.1 0.3 0.0 0.138
H 1.676263 1.641693 0.251186 -0.1 -0.1 -0.1 0.130
H 0.077031 1.964476 -2.369756 -0.4 0.0 0.1 0.143
H -0.160600 2.462608 -0.694360 0.0 -0.1 0.0 0.126
H -2.043244 0.624332 -2.236675 -0.1 0.4 0.1 0.122
H -2.458897 2.250280 -1.647081 0.1 0.3 -0.3 0.132
H -3.033813 0.128619 -0.302085 -0.2 0.0 0.0 0.106
H -2.555497 1.458355 0.496767 0.2 -0.2 -0.2 0.125
H 1.466174 -0.593753 -2.414973 0.8 0.1 -0.4 0.117
H -0.180974 -0.275638 -2.838725 0.0 0.2 0.0 0.121
H 1.021853 -2.507926 -1.271278 -0.4 -0.1 0.0 0.112
H -0.327741 -2.589700 -2.423372 0.4 0.3 0.0 0.133
H -0.770344 -2.945544 0.012854 -0.1 0.3 0.1 0.129
H -1.807504 -2.001081 -0.756535 -0.2 0.0 -0.1 0.101
O 0.055701 2.700968 3.417001 0.1 0.4 0.5 0.211
C -0.179254 1.639430 2.974749 -0.5 -0.2 -1.6 -0.412
O -0.545041 1.452144 1.629049 0.6 -0.6 1.2 -0.191
C -0.087858 0.278780 3.708516 0.2 -2.0 0.2 -0.433
O 0.213793 0.078535 4.851677 -0.4 0.9 -1.1 0.180
O -0.303391 -0.740315 2.815394 -0.1 1.5 0.4 -0.183
F -2.309379 -1.186015 1.395922 0.7 0.4 -0.3 -0.371
```
Forces are in eV/Å.